(1)
Below is a structure of composition C34H45Br2F2I2N2O8PS in a non-equilibrium geometry, with properties calculated with the ωB97M-V functional and the def2-TZVPD basis.

## Properties
Max |F| = 3.0 eV Å⁻¹
DFT total energy = -237183.12293 eV

The geometry in ORCA input format:
```
! RIJCOSX wB97M-V def2-TZVPD def2/J DEFGRID3
* xyz 0 1
C -0.94 3.79 3.84
O 0.06 3.21 3.02
C -0.47 2.29 2.06
C -0.18 0.86 2.55
C 0.17 -0.27 1.57
C 1.25 -0.15 0.47
C 2.09 1.16 0.41
C 2.69 1.74 1.67
O 3.66 2.39 1.57
O 2.15 -1.21 0.15
C 2.35 -2.45 0.82
C 3.14 -3.23 -0.31
C 2.40 -3.35 -1.65
C 3.46 -3.42 -2.76
F 1.73 -4.57 -1.68
C 1.15 -3.36 1.08
Br -0.44 -3.05 -0.02
C 0.93 -4.39 1.87
C -0.35 -5.17 1.96
Br 2.26 -5.14 3.01
C 3.45 -2.18 1.99
C 4.66 -3.14 1.98
O 4.06 -0.92 1.55
C 5.06 -0.37 2.36
C 6.08 0.51 1.64
I 6.79 2.10 2.88
C 6.54 0.35 0.42
C 6.06 -0.75 -0.50
I 7.98 1.68 -0.42
C 2.81 -1.89 3.36
C 3.60 -2.22 4.63
F 2.39 -0.57 3.50
P 0.31 0.10 -1.19
S -1.28 1.23 -1.10
H -0.49 4.68 4.29
H -1.26 3.14 4.66
H -1.78 4.14 3.24
H -0.05 2.58 1.10
H -1.55 2.42 1.97
H -1.10 0.52 3.04
H 0.52 0.93 3.37
H -0.76 -0.57 1.11
H 0.42 -1.12 2.21
H 1.55 1.96 -0.10
H 2.92 0.94 -0.25
H 2.27 1.66 2.68
H 4.05 -2.70 -0.54
H 3.32 -4.26 -0.01
H 1.78 -2.50 -1.90
H 2.97 -3.33 -3.73
H 4.07 -4.32 -2.68
H 4.05 -2.51 -2.67
H -0.31 -5.91 2.76
H -1.19 -4.52 2.18
H -0.55 -5.64 1.00
H 5.33 -2.84 1.19
H 5.26 -3.09 2.88
H 4.46 -4.19 1.79
H 5.63 -1.01 3.03
H 4.59 0.35 3.04
H 6.48 -1.72 -0.27
H 4.98 -0.73 -0.55
H 6.42 -0.51 -1.50
H 1.88 -2.44 3.46
H 2.89 -2.22 5.45
H 4.37 -1.48 4.85
H 3.99 -3.23 4.58
H 1.21 0.71 -2.09
H -0.02 -1.11 -1.80
C -4.63 3.41 -0.61
C -5.75 4.23 -0.70
C -7.01 3.67 -0.78
C -7.15 2.29 -0.76
C -6.04 1.47 -0.67
C -4.77 2.03 -0.60
N -8.49 1.69 -0.82
O -9.44 2.45 -0.91
O -8.57 0.48 -0.77
H -3.64 3.85 -0.54
H -5.63 5.30 -0.71
H -7.88 4.31 -0.85
H -6.14 0.39 -0.66
H -3.90 1.40 -0.53
C -4.59 0.45 -5.65
C -5.24 0.85 -4.49
C -5.69 2.15 -4.35
C -5.48 3.04 -5.39
C -4.83 2.67 -6.55
C -4.38 1.36 -6.67
N -5.98 4.42 -5.26
O -6.54 4.73 -4.23
O -5.81 5.17 -6.21
H -4.24 -0.57 -5.75
H -5.41 0.14 -3.69
H -6.20 2.45 -3.45
H -4.67 3.37 -7.35
H -3.87 1.06 -7.58
*
```

Löwdin population analysis, charges in e, atoms 1 to 8: number 1, C, carries -0.112; number 2, O, carries -0.199; number 3, C, carries -0.233; number 4, C, carries -0.145; number 5, C, carries -0.201; number 6, C, carries -0.507; number 7, C, carries -0.120; number 8, C, carries -0.254

(2)
Below is an isolated molecule of C2H4BrNO3 in a non-equilibrium geometry, with properties calculated with the ωB97M-V functional and the def2-TZVPD basis.

## Properties
Energy relative to the best compared isomer or geometry (same formula, charge and spin) = 185.5 kJ/mol
Max |F| = 3.5 eV Å⁻¹
SMILES = C[C@@H](Br)O[N+](=O)[O-]

The geometry in ORCA input format:
```
! RIJCOSX wB97M-V def2-TZVPD def2/J DEFGRID3
* xyz 0 1
C 0.26 0.18 -0.16
C -1.19 0.06 0.25
Br -2.10 1.76 -0.24
O -1.70 -1.00 -0.44
N -2.85 -1.68 0.22
O -3.20 -1.27 1.27
O -3.17 -2.62 -0.44
H 0.62 1.22 -0.54
H 0.86 0.19 0.86
H 0.42 -0.67 -0.82
H -1.44 -0.18 1.32
*
```

Löwdin population analysis, charges in e, atoms 1 to 8: number 1, C, carries -0.123; number 2, C, carries -0.784; number 3, Br, carries 0.648; number 4, O, carries -0.072; number 5, N, carries -0.365; number 6, O, carries 0.143; number 7, O, carries 0.153; number 8, H, carries 0.087

(3)
Below is a cluster of 22 separate species, C9H60NO22 in total in a non-equilibrium geometry, with properties calculated with the ωB97M-V functional and the def2-TZVPD basis.

## Properties
Energy relative to the best compared isomer or geometry (same formula, charge and spin) = 85.7 kJ/mol
Max |F| = 2.3 eV Å⁻¹

The geometry in ORCA input format:
```
! RIJCOSX wB97M-V def2-TZVPD def2/J DEFGRID3
* xyz -1 1
C 2.47 0.49 -0.56
C 1.22 0.24 0.25
C 0.75 1.63 0.77
C -0.64 1.63 1.35
C -1.62 1.06 0.33
C -1.26 -0.37 -0.12
N 0.12 -0.31 -0.53
O 0.51 -1.26 -1.44
C -2.12 -0.63 -1.32
C -1.59 -1.38 0.99
C 1.54 -0.59 1.52
H 3.32 0.83 0.04
H 2.28 1.07 -1.46
H 2.82 -0.46 -1.00
H 0.84 2.38 -0.03
H 1.47 1.97 1.54
H -1.07 2.59 1.67
H -0.69 1.01 2.26
H -1.60 1.68 -0.58
H -2.64 1.16 0.71
H -1.95 0.00 -2.18
H -3.17 -0.53 -1.02
H -1.94 -1.64 -1.70
H -0.98 -1.17 1.86
H -1.39 -2.37 0.59
H -2.63 -1.30 1.30
H 0.85 -0.35 2.34
H 2.53 -0.31 1.90
H 1.49 -1.66 1.32
O -3.92 0.78 3.88
H -3.03 1.20 3.92
H -4.45 1.38 3.35
O 2.16 1.06 -5.20
H 1.75 0.97 -4.31
H 1.87 1.92 -5.50
O 3.93 3.72 0.35
H 3.24 4.39 0.35
H 4.25 3.70 1.26
O 2.80 -2.81 -1.66
H 3.01 -2.46 -2.54
H 1.93 -2.37 -1.44
O 4.13 -2.84 2.91
H 5.05 -3.04 3.15
H 3.64 -3.67 3.07
O 1.83 4.87 2.08
H 1.30 4.65 1.30
H 1.30 5.51 2.57
O -0.54 -2.91 -3.94
H -1.43 -2.98 -3.57
H -0.13 -2.18 -3.44
O -5.37 -1.91 0.96
H -5.67 -2.25 1.81
H -4.48 -1.57 1.13
O 5.57 -2.26 0.48
H 5.00 -2.47 -0.28
H 4.98 -2.38 1.24
O 0.19 1.24 -3.02
H -0.22 0.35 -3.08
H 0.75 1.16 -2.23
O 4.27 2.87 -2.33
H 4.16 3.36 -1.49
H 3.97 1.98 -2.10
O 3.35 -0.42 4.33
H 3.77 -1.25 4.01
H 2.41 -0.60 4.28
O 1.10 2.83 4.30
H 1.78 3.19 3.69
H 1.53 2.80 5.16
O -0.37 -2.77 3.97
H -0.39 -2.38 3.08
H -0.37 -2.02 4.57
O -3.52 -4.29 -0.77
H -3.47 -5.22 -1.03
H -4.19 -3.90 -1.34
O -4.75 0.73 -2.75
H -4.82 0.37 -3.65
H -4.96 -0.02 -2.17
O -2.41 1.16 -4.77
H -2.91 1.38 -3.96
H -2.00 1.99 -5.03
O -0.83 3.81 -2.64
H -0.46 2.88 -2.78
H -0.53 4.32 -3.41
O -0.71 -3.85 -1.02
H -0.24 -2.97 -1.01
H -1.66 -3.65 -0.89
O -3.39 -2.26 -3.75
H -3.97 -2.08 -3.00
H -3.89 -2.84 -4.34
O -1.35 1.65 4.79
H -0.55 2.19 4.52
H -0.99 0.84 5.15
*
```

Löwdin population analysis, charges in e, atoms 1 to 8: number 1, C, carries -0.031; number 2, C, carries -0.471; number 3, C, carries -0.143; number 4, C, carries -0.185; number 5, C, carries -0.126; number 6, C, carries -0.508; number 7, N, carries -0.196; number 8, O, carries -0.273

(4)
Below is a structure of composition C3H6N4SSe4Zn, with properties calculated with the ωB97M-V functional and the def2-TZVPD basis.

## Properties
Energy relative to the best compared isomer or geometry (same formula, charge and spin) = 54.7 kJ/mol
Max |F| = 0.4 eV Å⁻¹

The geometry in ORCA input format:
```
! RIJCOSX wB97M-V def2-TZVPD def2/J DEFGRID3
* xyz 0 1
Zn -2.03 0.77 1.20
C 2.61 -0.49 -1.24
C 1.29 -1.15 -1.16
N 0.95 -2.25 -1.73
N -0.36 -2.44 -1.37
C -0.85 -1.48 -0.59
S -2.39 -1.33 0.07
N 0.22 -0.63 -0.45
N 0.13 0.52 0.30
H 3.27 -1.09 -1.86
H 3.05 -0.38 -0.25
H 2.52 0.51 -1.68
H -0.86 -3.25 -1.69
H 0.23 1.37 -0.25
H 0.74 0.51 1.12
Se -1.26 0.86 3.43
Se -2.22 2.91 4.00
Se -2.56 4.21 2.01
Se -2.47 2.83 0.13
*
```

Löwdin population analysis, charges in e, atoms 1 to 8: number 1, Zn, carries -0.100; number 2, C, carries 0.007; number 3, C, carries -0.319; number 4, N, carries 0.136; number 5, N, carries 0.039; number 6, C, carries -0.730; number 7, S, carries 0.686; number 8, N, carries -0.079

(5)
Below is a cluster of 2 separate species, C4H9NO3 in total in a non-equilibrium geometry, with properties calculated with the ωB97M-V functional and the def2-TZVPD basis.

## Properties
Energy relative to the best compared isomer or geometry (same formula, charge and spin) = 149.6 kJ/mol
Max |F| = 1.6 eV Å⁻¹
SMILES = C[C@@H](C=O)NC=O.O

The geometry in ORCA input format:
```
! RIJCOSX wB97M-V def2-TZVPD def2/J DEFGRID3
* xyz 0 1
C -1.99 -0.95 -0.89
C -0.85 -0.01 -0.46
C -1.09 0.59 0.93
O -0.63 0.13 1.93
N 0.45 -0.63 -0.54
C 1.56 0.08 -0.85
O 2.67 -0.41 -0.77
H -2.52 -0.55 -1.76
H -2.73 -1.08 -0.10
H -1.56 -1.95 -1.03
H -0.82 0.88 -1.09
H -1.79 1.46 0.89
H 0.53 -1.42 0.08
H 1.40 1.13 -1.14
O 2.49 1.31 1.71
H 1.70 0.76 1.57
H 3.18 0.65 1.50
*
```

Löwdin population analysis, charges in e, atoms 1 to 8: number 1, C, carries -0.019; number 2, C, carries -0.345; number 3, C, carries -0.215; number 4, O, carries 0.082; number 5, N, carries 0.058; number 6, C, carries -0.369; number 7, O, carries 0.019; number 8, H, carries 0.082

(6)
Below is a cluster of 2 separate species, C3H7N in total, with properties calculated with the ωB97M-V functional and the def2-TZVPD basis.

## Properties
Energy relative to the best compared isomer or geometry (same formula, charge and spin) = 136.8 kJ/mol
Max |F| = 0.6 eV Å⁻¹
SMILES = C=C.C=N

The geometry in ORCA input format:
```
! RIJCOSX wB97M-V def2-TZVPD def2/J DEFGRID3
* xyz 0 1
C -0.81 -0.04 2.07
C -0.29 1.14 1.75
H -0.15 -0.89 2.15
H -1.87 -0.17 2.25
H 0.77 1.24 1.57
H -0.91 2.03 1.69
C 0.70 -0.60 -2.68
N 0.10 -1.12 -1.70
H 0.31 -0.81 -3.68
H 1.58 0.03 -2.59
H 0.57 -0.82 -0.84
*
```

Löwdin population analysis, charges in e, atoms 1 to 8: number 1, C, carries -0.082; number 2, C, carries -0.087; number 3, H, carries 0.043; number 4, H, carries 0.045; number 5, H, carries 0.041; number 6, H, carries 0.043; number 7, C, carries -0.151; number 8, N, carries 0.016

(7)
Below is a structure of composition C13H33MnO15S4 in a non-equilibrium geometry, with properties calculated with the ωB97M-V functional and the def2-TZVPD basis.

## Properties
Energy relative to the best compared isomer or geometry (same formula, charge and spin) = 0.0 kJ/mol
Max |F| = 2.7 eV Å⁻¹

The geometry in ORCA input format:
```
! RIJCOSX wB97M-V def2-TZVPD def2/J DEFGRID3
* xyz 1 6
Mn -38.51 9.47 1.06
O -35.31 7.97 -0.57
C -36.39 8.39 0.04
O -36.36 8.84 1.23
O -37.50 8.47 -0.56
H -35.49 7.73 -1.50
O -32.26 3.13 -2.21
S -33.45 2.58 -2.79
O -33.55 1.21 -3.19
O -34.67 2.88 -1.75
C -34.60 4.05 -0.93
C -35.67 3.91 0.14
C -34.01 3.61 -4.16
H -34.90 4.86 -1.61
H -33.60 4.30 -0.59
H -35.40 3.28 0.99
H -36.67 3.61 -0.17
H -35.76 4.92 0.56
H -35.09 3.69 -4.07
H -33.67 3.11 -5.06
H -33.56 4.60 -4.11
O -39.42 11.38 -2.11
S -40.33 10.39 -1.60
O -40.04 9.74 -0.30
O -41.80 10.97 -1.49
C -41.98 12.08 -0.54
C -43.29 12.73 -0.96
C -40.62 9.03 -2.73
H -41.19 12.83 -0.61
H -42.03 11.62 0.44
H -43.63 13.45 -0.21
H -44.06 11.98 -1.14
H -43.17 13.28 -1.89
H -41.20 8.23 -2.28
H -39.61 8.65 -2.94
H -40.93 9.33 -3.73
O -34.20 11.31 0.18
S -32.87 11.02 0.67
O -31.73 11.64 0.06
O -32.94 11.42 2.25
C -31.67 11.44 2.94
C -31.12 12.87 2.94
C -32.57 9.26 0.71
H -30.97 10.73 2.51
H -31.85 11.15 3.98
H -31.93 13.55 3.21
H -30.81 13.12 1.93
H -30.35 13.01 3.69
H -31.61 9.07 1.18
H -32.63 8.96 -0.33
H -33.30 8.88 1.43
O -36.65 9.56 -4.94
S -35.62 9.30 -3.99
O -35.57 8.00 -3.36
O -34.18 9.55 -4.68
C -33.01 9.28 -3.93
C -32.43 7.87 -4.16
C -35.63 10.57 -2.75
H -33.14 9.38 -2.84
H -32.26 10.01 -4.21
H -31.45 7.89 -3.69
H -32.40 7.69 -5.23
H -33.07 7.12 -3.70
H -34.93 10.28 -1.98
H -36.68 10.64 -2.48
H -35.41 11.54 -3.19
*
```

Löwdin population analysis, charges in e, atoms 1 to 8: number 1, Mn, carries 1.321; number 2, O, carries 0.141; number 3, C, carries -0.766; number 4, O, carries -0.051; number 5, O, carries -0.078; number 6, H, carries 0.089; number 7, O, carries -0.287; number 8, S, carries 0.619

(8)
Below is an isolated molecule of CH3Cl2FN2O2S2 in a non-equilibrium geometry, with properties calculated with the ωB97M-V functional and the def2-TZVPD basis.

## Properties
Energy relative to the best compared isomer or geometry (same formula, charge and spin) = 40.0 kJ/mol
Max |F| = 1.5 eV Å⁻¹
SMILES = N=[S@](N)(=O)OSC(F)(Cl)Cl

The geometry in ORCA input format:
```
! RIJCOSX wB97M-V def2-TZVPD def2/J DEFGRID3
* xyz 0 1
N 0.27 1.70 -0.36
S 0.82 0.30 -0.42
N -0.18 -0.79 0.31
O 2.15 -0.04 -0.05
O 0.53 -0.27 -1.96
S 0.76 0.63 -3.29
C -1.02 1.00 -3.68
F -1.03 1.73 -4.81
Cl -1.91 -0.50 -3.97
Cl -1.81 1.92 -2.39
H 0.82 2.29 0.23
H 0.20 -1.72 0.30
H -1.14 -0.76 -0.01
*
```

Löwdin population analysis, charges in e, atoms 1 to 8: number 1, N, carries -0.220; number 2, S, carries 0.531; number 3, N, carries -0.058; number 4, O, carries -0.283; number 5, O, carries -0.719; number 6, S, carries 0.911; number 7, C, carries -1.495; number 8, F, carries -0.087